Record 1
Density functional theory data (ωB97M-V/def2-TZVPD) for a cluster of 2 separate species, C3H7NO in total.

XYZ file:
```
12
Properties=species:S:1:pos:R:3:forces:R:3
O 2.114 -0.415 0.600 0.1 -0.1 -0.2
C 2.441 0.632 0.099 -0.5 -0.8 0.9
H 1.900 0.975 -0.797 0.4 0.4 0.0
H 3.209 1.208 0.643 0.0 0.5 -0.6
C -0.913 0.610 -0.762 0.7 -0.5 0.3
C -1.072 -0.642 -0.327 -2.1 1.2 -0.3
N -1.807 -0.942 0.837 0.9 -0.8 -0.5
H -1.107 1.500 -0.184 -0.1 0.0 0.2
H -0.474 0.726 -1.723 0.2 0.3 -0.7
H -1.028 -1.428 -1.072 0.5 -0.3 0.4
H -1.605 -0.314 1.598 0.0 0.0 0.2
H -1.659 -1.910 1.088 -0.1 0.1 0.4
```
Positions in Å, forces in eV/Å.

The relative energy (zero: lowest compared OMol25 entry of this formula, charge and spin) comes out at 2.522 eV. Its maximum force is 2.403 eV/Å. The SMILES is C=CN.C=O. The molar mass is 73.095 g mol⁻¹.

These are the Mulliken partial charges, in e, on atoms 1 to 8:
1 O -0.3718
2 C -0.0791
3 H 0.1903
4 H 0.2649
5 C -1.1469
6 C 0.3057
7 N -0.5400
8 H 0.2599

Record 2
Density functional theory data (ωB97M-V/def2-TZVPD) for the molecule C5H8N2.

XYZ file:
```
15
Properties=species:S:1:pos:R:3:forces:R:3
C 0.050 -0.575 1.334 -0.2 -0.2 0.3
C 0.490 0.375 0.131 0.2 0.2 0.2
C -0.424 1.604 0.022 -0.1 0.1 0.0
N 0.634 -0.291 -1.175 0.3 0.2 -0.3
C -0.329 -1.301 -1.453 -0.4 0.0 0.0
C -0.449 -1.977 -0.317 0.3 0.0 0.5
N -0.075 -1.983 0.857 0.0 0.1 -0.5
H -0.890 -0.251 1.815 0.3 0.1 -0.4
H 1.496 0.755 0.361 -0.2 -0.2 0.0
H 0.811 -0.619 2.123 -0.2 0.2 -0.2
H -0.216 2.118 -0.919 0.0 0.0 0.1
H -1.490 1.356 0.037 0.2 -0.1 0.0
H -0.237 2.321 0.832 0.0 -0.3 0.0
H 1.600 -0.448 -1.446 -0.3 -0.1 0.1
H -0.966 -1.337 -2.328 0.2 0.2 0.2
```
Positions in Å, forces in eV/Å.

The relative energy (zero: lowest compared OMol25 entry of this formula, charge and spin) comes out at 3.184 eV. Its maximum force is 0.615 eV/Å. The SMILES is C[C@H]1CN=C=CN1. The molar mass is 96.133 g mol⁻¹.

These are the Mulliken partial charges, in e, on atoms 1 to 8:
1 C -0.6080
2 C 0.5208
3 C -1.4881
4 N -0.2855
5 C -0.6771
6 C 0.5514
7 N -0.5496
8 H 0.3029

Record 3
Density functional theory data (ωB97M-V/def2-TZVPD) for the molecule C3HNO.

XYZ file:
```
6
Properties=species:S:1:pos:R:3:forces:R:3
C -0.019 0.401 0.850 0.6 0.3 -0.1
C -0.166 1.211 -0.194 -0.3 -0.9 -2.3
C 0.091 -0.823 0.213 -0.5 -0.8 1.5
N -0.034 -0.158 -1.774 -0.4 3.7 0.6
O 0.124 -1.195 -1.006 0.6 -2.2 0.2
H 0.005 0.564 1.910 0.0 -0.1 0.1
```
Positions in Å, forces in eV/Å.

The relative energy (zero: lowest compared OMol25 entry of this formula, charge and spin) comes out at 9.017 eV. Its maximum force is 3.727 eV/Å. The molar mass is 67.047 g mol⁻¹.

The computed Mulliken charges, all in e, follow:
1 C -0.1783
2 C -0.1810
3 C 0.2176
4 N -0.1941
5 O -0.0166
6 H 0.3523

Record 4
Density functional theory data (ωB97M-V/def2-TZVPD) for a cluster of 4 separate species, C24H28F24O6 in total.

XYZ file:
```
82
Properties=species:S:1:pos:R:3:forces:R:3
C 2.906 0.832 0.779 -1.1 0.5 -0.4
C 2.936 2.234 -0.067 1.1 -0.7 1.2
C 2.781 3.452 0.974 0.4 0.4 -0.4
C 1.769 4.614 0.534 -0.3 -1.0 0.4
C 1.420 5.407 1.900 0.9 0.4 -1.2
O 2.419 5.383 -0.545 -1.9 -1.4 -1.5
C 1.870 4.954 -1.813 1.8 0.8 -1.9
O 2.436 5.282 -2.875 -2.8 -1.5 4.2
O 0.680 4.138 -1.681 3.4 1.5 1.5
C 0.420 4.274 -0.239 -2.3 2.2 1.7
C -0.705 3.351 0.427 -0.2 -1.3 -1.3
C -0.290 1.821 0.665 -0.5 0.0 0.9
H 3.952 0.430 0.981 -1.5 0.4 -0.4
H 2.236 0.120 0.180 1.4 0.5 0.9
H 2.364 0.980 1.787 1.0 -0.3 -1.7
H 3.987 2.278 -0.529 -1.6 0.1 0.5
H 2.191 2.235 -0.927 0.9 0.1 1.4
H 2.537 3.123 2.062 0.2 0.4 -2.2
H 3.825 3.947 1.048 -1.8 -0.5 0.0
H 0.611 4.793 2.423 1.2 1.1 -0.6
H 1.099 6.492 1.685 0.2 -1.8 0.3
H 2.398 5.451 2.508 -1.7 -0.1 -0.7
H -0.110 5.308 -0.235 0.8 -1.4 0.3
H -1.610 3.333 -0.295 1.5 0.3 1.0
H -1.107 3.796 1.411 0.9 -0.5 -1.6
H 0.247 1.773 1.681 -0.6 -0.2 -1.6
H 0.348 1.359 -0.156 -0.8 0.9 1.1
H -1.228 1.157 0.754 1.4 1.2 -0.1
C 4.425 -0.304 6.340 0.7 -0.4 0.4
C 3.969 0.317 5.002 0.1 -1.0 -0.1
C 2.981 1.480 5.105 -0.3 0.6 -0.2
F 1.823 1.127 5.692 0.1 -0.1 0.0
F 2.654 1.931 3.864 0.3 -0.2 0.1
F 3.485 -0.664 4.203 -0.2 0.3 0.1
F 5.092 0.785 4.380 -0.2 0.4 0.3
O 3.759 -1.501 6.765 -1.3 0.7 -0.1
C 2.541 -1.353 7.467 1.8 0.4 0.3
C 1.345 -1.935 6.707 -0.6 -0.4 -0.4
F 1.191 -1.357 5.497 0.3 0.0 0.2
F 0.193 -1.726 7.390 0.3 0.1 0.3
F 2.372 -0.060 7.806 -0.5 -0.3 0.1
F 2.700 -2.023 8.632 -0.4 -0.2 -0.3
H 5.460 -0.623 6.183 -0.2 -0.1 -0.2
H 4.483 0.435 7.143 -0.3 0.0 -0.2
H 3.410 2.318 5.660 0.2 -0.1 0.0
H 1.467 -3.011 6.553 0.2 0.1 0.2
C -3.290 -0.714 -2.950 0.5 -0.2 -0.5
C -3.169 0.012 -1.593 0.0 0.6 -0.8
C -4.054 -0.526 -0.467 -0.1 -0.1 0.8
F -5.366 -0.439 -0.750 0.1 0.1 -0.1
F -3.862 0.196 0.668 0.3 0.1 -0.2
F -3.372 1.339 -1.782 -0.1 -0.2 0.2
F -1.869 -0.113 -1.192 -0.3 -0.4 0.1
O -4.138 -0.110 -3.937 -1.2 0.0 0.9
C -5.520 -0.397 -3.870 1.7 -1.0 -0.3
C -6.368 0.843 -3.568 -0.4 0.7 0.1
F -6.015 1.419 -2.400 0.2 -0.2 -0.2
F -7.679 0.515 -3.461 0.2 -0.3 -0.2
F -5.730 -1.403 -3.000 -0.5 0.3 -0.1
F -5.857 -0.884 -5.087 -0.2 0.5 0.1
H -2.294 -0.676 -3.401 -0.2 0.2 0.1
H -3.496 -1.780 -2.833 -0.2 0.2 0.2
H -3.816 -1.569 -0.242 0.1 0.0 -0.1
H -6.260 1.591 -4.359 0.1 -0.2 -0.1
C 0.620 -5.174 -4.909 0.5 -0.2 -0.7
C 0.781 -4.447 -3.556 0.0 0.6 -0.8
C -0.048 -5.000 -2.395 0.0 -0.1 0.9
F -1.373 -4.936 -2.624 0.0 0.1 -0.1
F 0.176 -4.274 -1.269 0.3 0.1 -0.2
F 0.546 -3.125 -3.736 -0.2 -0.2 0.2
F 2.097 -4.548 -3.207 -0.3 -0.4 0.2
O -0.276 -4.587 -5.864 -1.1 0.0 1.0
C -1.647 -4.904 -5.745 1.7 -1.0 -0.4
C -2.509 -3.683 -5.410 -0.5 0.6 -0.1
F -2.122 -3.101 -4.252 0.2 -0.2 -0.2
F -3.807 -4.036 -5.253 0.3 -0.3 -0.1
F -1.803 -5.915 -4.869 -0.5 0.2 -0.1
F -2.020 -5.397 -6.949 -0.2 0.5 0.2
H 1.598 -5.115 -5.398 -0.2 0.2 0.1
H 0.439 -6.245 -4.787 -0.2 0.2 0.2
H 0.218 -6.038 -2.179 0.1 0.0 -0.1
H -2.447 -2.931 -6.202 0.1 -0.2 -0.1
```
Positions in Å, forces in eV/Å.

The total energy is -102844.160 eV. Its maximum force is 5.247 eV/Å. The SMILES is CCC[C@@]1(C)OC(=O)O[C@H]1CC.FC(F)C(F)(F)COC(F)(F)C(F)F.FC(F)C(F)(F)COC(F)(F)C(F)F.FC(F)C(F)(F)COC(F)(F)C(F)F. The molar mass is 868.434 g mol⁻¹.

These are the Mulliken partial charges, in e, on atoms 1 to 8:
1 C -0.7897
2 C -0.5584
3 C -0.3255
4 C 1.5138
5 C -1.4217
6 O -0.4163
7 C 0.4890
8 O -0.5710

Record 5
Density functional theory data (ωB97M-V/def2-TZVPD) for the molecule C4H10O2.

XYZ file:
```
16
Properties=species:S:1:pos:R:3:forces:R:3
C 0.372 0.821 -1.247 -0.3 0.7 0.1
O 0.304 2.150 -1.774 -0.1 0.0 0.1
C 0.396 0.871 0.297 1.5 -1.8 -0.6
C -0.638 -0.065 0.937 -1.0 1.0 -0.4
C -0.717 -1.551 0.548 1.3 0.4 0.5
O 0.066 -2.401 1.399 -0.7 0.0 -0.1
H 1.249 0.311 -1.644 0.0 -0.1 0.0
H -0.514 0.297 -1.617 0.0 -0.1 0.1
H 1.033 2.305 -2.371 0.2 0.0 -0.1
H 1.401 0.514 0.583 -0.1 0.1 0.1
H 0.389 1.900 0.641 -0.6 0.1 0.0
H -0.582 0.079 2.017 -0.3 -0.3 0.1
H -1.597 0.335 0.582 -0.1 0.1 0.4
H -1.740 -1.899 0.640 -0.1 -0.1 -0.1
H -0.343 -1.676 -0.470 -0.4 -0.1 -0.2
H 0.921 -1.994 1.480 0.6 0.1 0.1
```
Positions in Å, forces in eV/Å.

The relative energy (zero: lowest compared OMol25 entry of this formula, charge and spin) comes out at 1.315 eV. Its maximum force is 2.389 eV/Å. The SMILES is OCCCCO. The molar mass is 90.122 g mol⁻¹.

These are the Mulliken partial charges, in e, on atoms 1 to 8:
1 C -0.3795
2 O -0.5453
3 C -0.3512
4 C -0.8701
5 C -0.2456
6 O -0.5226
7 H 0.3025
8 H 0.2025

Record 6
Density functional theory data (ωB97M-V/def2-TZVPD) for the molecule C20H19FN2O6S.

XYZ file:
```
49
Properties=species:S:1:pos:R:3:forces:R:3
C -4.558 -3.847 -0.432 0.1 -0.1 0.0
H -3.929 -3.691 -1.313 0.0 0.0 0.0
O -5.494 -2.806 -0.273 -0.2 0.2 0.0
C -5.027 -1.543 -0.077 -0.2 0.4 0.1
C -3.679 -1.203 -0.028 0.0 -0.3 -0.1
C -3.303 0.115 0.179 -0.4 0.1 0.0
C -4.275 1.118 0.341 0.1 -0.2 0.0
C -5.614 0.767 0.287 0.2 0.1 0.0
C -5.987 -0.548 0.080 0.1 -0.4 -0.1
H -7.029 -0.822 0.039 -0.1 0.0 0.0
H -6.384 1.513 0.407 0.0 0.1 0.0
O -3.793 2.389 0.548 0.2 -0.4 -0.1
C -4.721 3.438 0.670 -0.1 0.2 0.0
H -5.367 3.303 1.544 0.0 0.0 0.0
H -4.126 4.342 0.798 -0.1 0.0 0.0
H -5.337 3.535 -0.229 0.0 0.0 0.0
N -1.968 0.531 0.234 -0.2 0.4 0.1
C -0.848 -0.221 0.184 0.2 0.2 0.0
O -0.810 -1.433 0.085 0.0 -0.1 0.0
C 0.436 0.555 0.295 0.2 0.1 -0.1
C 0.670 1.823 -0.233 0.2 -0.1 0.1
C 1.906 2.443 -0.152 -0.1 0.0 0.0
C 2.953 1.785 0.469 -0.1 0.1 0.0
C 2.741 0.525 0.995 0.5 -0.3 0.3
C 1.509 -0.086 0.912 -0.2 0.1 0.0
H 1.351 -1.069 1.328 -0.1 -0.1 0.0
S 4.104 -0.342 1.790 -0.2 -0.1 0.2
O 5.301 0.390 1.521 -0.1 0.0 -0.3
O 3.749 -0.610 3.151 -0.2 -0.2 0.0
N 4.160 -1.831 1.056 0.0 0.5 0.5
H 3.587 -2.495 1.551 -0.1 -0.1 0.2
C 4.104 -1.943 -0.392 0.3 0.1 -0.4
C 4.976 -0.907 -1.014 -0.8 0.4 -0.7
C 4.666 0.207 -1.739 0.0 -0.7 0.2
C 5.897 0.846 -2.021 0.5 -0.2 0.2
C 6.854 0.070 -1.445 0.0 0.8 -0.5
O 6.306 -0.993 -0.845 0.2 -0.5 0.3
H 7.921 0.166 -1.398 0.1 -0.1 0.1
H 6.042 1.752 -2.573 0.1 0.2 -0.1
H 3.688 0.525 -2.041 -0.2 0.0 0.0
H 3.081 -1.818 -0.774 0.2 0.0 0.0
H 4.464 -2.943 -0.657 -0.1 0.1 0.0
H 3.936 2.221 0.545 0.1 0.1 -0.1
H 2.031 3.424 -0.583 0.0 0.1 0.0
F -0.319 2.483 -0.869 0.1 -0.1 0.1
H -1.889 1.534 0.338 0.2 -0.2 0.0
H -2.904 -1.940 -0.144 0.0 0.0 0.0
H -5.148 -4.753 -0.565 0.1 0.0 0.0
H -3.923 -3.954 0.452 0.0 0.0 0.0
```
Positions in Å, forces in eV/Å.

The relative energy (zero: lowest compared OMol25 entry of this formula, charge and spin) comes out at 0.078 eV. Its maximum force is 1.144 eV/Å. The SMILES is COc1ccc(OC)c(NC(=O)c2cc(S(=O)(=O)NCc3ccco3)ccc2F)c1. The molar mass is 434.445 g mol⁻¹.

These are the Mulliken partial charges, in e, on atoms 1 to 8:
1 C -0.7802
2 H 0.3150
3 O -0.4720
4 C 0.5256
5 C -0.0482
6 C -0.7122
7 C 0.5789
8 C -0.2777